No. 1
C47H46F8NO4 | wB97M-V/def2-TZVPD

Geometry as XYZ:
```
106
Properties=species:S:1:pos:R:3
C 2.141 -2.747 -2.142
C 2.222 -1.536 -3.227
C 1.620 -0.187 -2.577
F 0.184 -0.066 -2.719
C 2.408 1.095 -3.192
C 3.526 1.821 -2.348
C 4.004 1.367 -0.894
O 5.390 0.886 -1.049
C 5.655 -0.169 -0.121
C 6.316 -1.588 -0.533
O 5.379 0.070 1.096
C 4.257 3.089 -2.946
C 5.402 3.820 -2.066
O 6.606 3.832 -2.445
O 5.124 4.452 -0.812
C 3.838 3.576 -4.361
C 4.549 4.885 -4.933
F 5.968 4.710 -5.104
F 4.379 5.958 -4.000
C 3.994 5.398 -6.347
F 4.128 4.416 -7.395
F 4.870 6.470 -6.748
C 2.514 6.025 -6.318
F 1.768 5.734 -5.152
F 1.714 5.653 -7.430
F 2.632 7.453 -6.368
C 2.758 2.764 -5.112
N 2.098 1.592 -4.538
C 1.078 0.944 -5.443
C -0.329 1.733 -5.463
C -1.119 1.895 -6.820
C -2.513 2.619 -6.902
C -3.215 3.231 -5.626
C -2.415 3.067 -4.285
C -3.110 3.653 -2.954
C -1.019 2.342 -4.202
H 1.706 -2.415 -1.130
H 1.475 -3.616 -2.499
H 3.216 -3.104 -1.916
H 3.357 -1.334 -3.363
H 1.785 -1.807 -4.245
H 1.799 -0.287 -1.437
H 3.938 2.281 -0.207
H 3.423 0.498 -0.438
H 6.557 -1.521 -1.661
H 7.337 -1.742 -0.014
H 5.604 -2.462 -0.359
H 4.452 5.153 -1.036
H 2.449 3.121 -6.152
H 1.504 1.064 -6.514
H 0.956 -0.176 -5.269
H -0.725 1.471 -7.805
H -3.113 2.715 -7.877
H -4.224 3.757 -5.681
H -2.699 3.171 -1.991
H -3.047 4.791 -2.866
H -4.226 3.381 -3.000
H -0.471 2.243 -3.209
C 0.907 -2.036 3.597
C -0.174 -1.239 3.234
C -0.079 -0.397 2.130
C 1.095 -0.361 1.383
C 2.175 -1.162 1.744
C 2.083 -1.996 2.853
H 0.834 -2.690 4.460
H -1.091 -1.272 3.813
H -0.920 0.230 1.851
H 1.167 0.292 0.518
H 3.090 -1.134 1.160
H 2.927 -2.616 3.138
C -4.533 2.200 2.631
C -3.976 1.005 2.184
C -3.833 -0.067 3.060
C -4.256 0.052 4.380
C -4.816 1.246 4.826
C -4.951 2.321 3.953
H -4.642 3.037 1.949
H -3.653 0.910 1.152
H -3.393 -0.996 2.713
H -4.149 -0.785 5.062
H -5.147 1.338 5.855
H -5.383 3.253 4.302
C -1.196 -3.795 6.261
C -0.640 -4.990 5.814
C -0.498 -6.062 6.690
C -0.922 -5.942 8.011
C -1.481 -4.748 8.456
C -1.614 -3.673 7.583
H -1.303 -2.958 5.578
H -0.315 -5.086 4.783
H -0.059 -6.992 6.344
H -0.816 -6.779 8.692
H -1.813 -4.655 9.485
H -2.045 -2.740 7.931
C -7.108 -4.730 3.784
C -6.954 -3.706 4.713
C -5.717 -3.491 5.313
C -4.631 -4.295 4.977
C -4.785 -5.317 4.046
C -6.024 -5.538 3.452
H -8.073 -4.900 3.318
H -7.798 -3.075 4.969
H -5.599 -2.696 6.043
H -3.665 -4.124 5.442
H -3.938 -5.943 3.783
H -6.145 -6.338 2.730
```

Its frontier orbital gap is 0.1862 Ha. Its charge is +1. The HOMO energy is -0.385 hartree.

=====

No. 2
C12H17N2 | wB97M-V/def2-TZVPD

Geometry as XYZ:
```
31
Properties=species:S:1:pos:R:3
C 1.080 -2.285 1.040
C 0.557 -0.883 1.204
N -0.031 -0.143 0.291
C 0.051 -0.516 -1.077
C -0.607 -1.663 -1.469
C -0.724 -2.028 -2.842
C -0.125 -1.283 -3.830
C 0.636 -0.123 -3.454
C 0.700 0.256 -2.100
N -0.368 1.075 0.689
C -1.310 1.875 -0.090
C -0.206 1.172 2.152
C 0.386 2.561 2.561
C 0.385 -0.208 2.515
H 0.434 -3.063 1.400
H 1.801 -2.549 1.818
H 1.305 -2.410 0.048
H -1.225 -2.370 -0.904
H -1.444 -2.897 -3.098
H -0.241 -1.531 -4.924
H 1.107 0.392 -4.286
H 1.072 1.128 -1.666
H -1.187 1.963 -1.215
H -2.236 1.458 0.173
H -1.355 2.818 0.288
H -1.195 1.310 2.433
H 1.432 2.393 2.406
H 0.266 2.745 3.700
H 0.087 3.477 2.014
H -0.284 -0.608 3.194
H 1.242 -0.061 3.030
```

The energy above the lowest of the compared OMol25 structures with the same formula, charge and spin is 3.062 eV. Its frontier orbital gap (spin up / spin down) is 0.3145 / 0.3146 Ha. Its charge is +1. The SMILES is CC1=[N+](c2ccccc2)N(C)[C@H](C)C1. The HOMO energy (spin up / spin down) is -0.448 / -0.448 hartree.

=====

No. 3
C3H5CaLiO3 | wB97M-V/def2-TZVPD

Geometry as XYZ:
```
13
Properties=species:S:1:pos:R:3
O -1.100 1.279 0.113
C -0.268 0.281 0.105
C -2.466 0.809 0.122
O 0.941 0.401 0.064
O -0.880 -0.881 -0.079
C -2.320 -0.695 -0.130
Ca 3.065 0.034 -0.243
H -3.011 1.330 -0.669
H -2.893 1.043 1.101
H -2.648 -1.016 -1.123
H -2.772 -1.320 0.645
Li -0.243 -2.827 -0.057
H 0.344 -3.098 1.552
```

The spin multiplicity is 2. The energy above the lowest of the compared OMol25 structures with the same formula, charge and spin is 0.000 eV. The expectation value of S² is 0.751. Its frontier orbital gap (spin up / spin down) is 0.2163 / 0.2312 Ha. Its charge is +1. The HOMO energy (spin up / spin down) is -0.345 / -0.379 hartree.